The following is a quantum chemistry calculation of a structure of composition C23H27CrN8SSe3Te, from the Open Molecules 2025 dataset.

```
64
Properties=species:S:1:pos:R:3:forces:R:3
Cr 0.263662 1.146247 0.146059 0.7 -1.5 0.4
C 1.631441 -3.473028 -0.326208 0.0 0.0 0.0
N 2.316616 -2.500723 -1.157517 0.0 0.0 -0.1
C 2.657342 -3.028539 -2.477536 0.0 0.0 0.1
C 1.813882 -1.199892 -1.100295 0.2 0.1 0.1
N 0.736846 -0.835318 -0.536330 0.0 -0.6 -0.3
N 2.692069 -0.280215 -1.664828 -0.1 0.0 -0.2
C 2.509375 1.080980 -1.883994 0.1 0.0 0.1
N 3.589300 1.646303 -2.529811 0.0 -0.1 -0.1
N 1.492230 1.729761 -1.476853 0.1 -0.4 -0.1
H 2.262879 -4.356220 -0.240932 0.0 0.0 0.0
H 0.661574 -3.780886 -0.741403 0.0 0.0 0.0
H 1.485595 -3.063515 0.672380 0.0 0.0 0.0
H 3.167526 -3.981586 -2.346034 0.0 0.0 0.0
H 3.328922 -2.359316 -3.010493 0.0 0.0 0.0
H 1.765974 -3.183993 -3.096428 0.0 0.0 0.0
H 0.162830 -1.618034 -0.245884 0.0 0.0 0.0
H 3.630814 -0.620365 -1.782352 0.0 0.1 0.2
H 4.124292 1.070879 -3.158081 -0.1 0.0 -0.1
H 3.475667 2.601081 -2.826409 0.0 0.0 0.1
H 1.465102 2.694477 -1.790220 -0.1 0.1 0.2
Se 0.466772 3.407669 1.184067 0.4 1.7 0.7
Se -0.014247 5.517052 1.934209 -0.1 0.0 0.0
Te -2.927097 4.695580 -0.534570 -0.2 -0.2 0.1
Se -1.282528 2.800536 -0.462386 -1.4 1.5 -0.9
C -1.999735 0.015439 2.257004 0.1 0.2 -0.1
N -0.610566 0.326211 1.896166 0.1 -0.3 0.1
C 0.283246 0.005673 2.772439 0.1 0.0 0.1
C 1.668877 0.241238 2.549428 -0.1 -0.1 -0.1
C 2.795412 -0.010500 3.346306 -0.1 -0.1 0.0
C 3.888974 0.444130 2.611266 0.0 0.0 -0.1
C 3.365512 0.950691 1.406347 0.0 -0.1 0.1
N 2.037729 0.823900 1.364963 0.3 -0.2 0.2
C -2.632639 0.989343 3.229088 -0.1 -0.1 0.1
C -2.599114 2.362464 3.012185 0.0 0.1 0.0
C -3.243221 3.231218 3.880884 0.0 -0.1 0.0
C -3.926197 2.733036 4.983707 0.0 0.1 0.0
C -3.951350 1.366189 5.219110 0.0 0.0 0.0
C -3.305904 0.499971 4.345778 0.0 0.0 0.0
H -2.051099 -0.988447 2.693561 0.0 0.0 0.0
H -2.580775 -0.002784 1.333684 0.0 0.0 0.0
H -0.026252 -0.454199 3.714836 0.0 0.0 0.0
H 2.793481 -0.457588 4.329309 0.0 0.0 0.0
H 4.929060 0.433416 2.899515 0.0 0.0 0.0
H 3.906948 1.423950 0.597031 0.0 0.0 0.0
H -2.081461 2.774544 2.160113 0.1 0.0 -0.1
H -3.204181 4.291014 3.666023 0.0 0.0 0.0
H -4.433141 3.408845 5.662118 0.0 0.0 0.0
H -4.477232 0.969106 6.079660 0.0 0.0 0.0
H -3.334293 -0.570006 4.528093 0.0 0.0 0.0
S -3.824221 -1.308131 -2.330471 0.0 0.1 0.0
C -2.865257 -0.075626 -1.546896 -0.3 0.1 -0.1
N -1.667654 0.072340 -1.969096 0.1 -0.2 -0.5
C -1.420742 -0.782061 -3.036028 -0.1 -0.1 0.1
C -0.249017 -0.813876 -3.791442 0.1 0.1 -0.1
C -0.161485 -1.689327 -4.853965 0.0 0.0 0.0
C -1.223122 -2.547506 -5.175475 0.0 0.0 0.0
C -2.394855 -2.521013 -4.447426 0.0 0.1 0.1
C -2.485510 -1.626619 -3.379985 0.0 -0.1 0.0
H -3.318891 0.582700 -0.813005 0.1 -0.1 0.1
H 0.549325 -0.121292 -3.559501 0.0 0.0 0.1
H 0.735280 -1.702943 -5.461292 0.0 0.0 0.0
H -1.132798 -3.224163 -6.015477 0.0 0.0 0.0
H -3.229988 -3.158261 -4.706679 0.0 0.0 0.0
```
Positions in Å, forces in eV/Å.

Computed properties:
Kohn-Sham gap (spin up / spin down): 3.9 / 3.9 eV
Spin multiplicity: 5
Net charge: -1

Now the Mulliken charges, all in e: Cr 0.60; C -1.21; N 0.02; C -1.12; C -0.39; N 0.47; N 0.20; C -0.03; N -0.51; N 0.53; H 0.32; H 0.36; H 0.38; H 0.45; H 0.30; H 0.29; H 0.05; H 0.32; H 0.19; H 0.28; H 0.22; Se -0.31; Se -0.58; Te -0.40; Se -0.82; C -1.78; N 1.01; C -0.21; C -0.07; C -1.05; C -0.84; C -0.83; N 0.52; C 1.07; C 0.10; C -0.84; C -0.39; C -0.56; C -0.54; H 0.45; H 0.09; H 0.38; H 0.48; H 0.43; H 0.45; H 0.19; H 0.41; H 0.35; H 0.36; H 0.31; S -0.33; C -0.25; N 0.23; C -0.77; C -0.01; C -0.58; C -0.50; C -0.44; C 0.75; H 0.37; H 0.21; H 0.45; H 0.38; H 0.39

***

The following is a quantum chemistry calculation of a cluster of 2 separate species, C23H27F2O2Si in total, from the Open Molecules 2025 dataset.

```
55
Properties=species:S:1:pos:R:3:forces:R:3
C 4.724393 -0.203549 -2.550299 0.0 0.1 0.1
Si 3.097129 -0.289508 -3.463457 0.0 0.0 0.2
C 2.879563 1.163405 -4.606604 0.0 0.1 -0.2
C 2.941969 -1.944064 -4.302698 0.0 0.0 -0.1
O 1.942986 -0.176065 -2.174010 0.0 0.2 -0.6
C 0.623577 -0.120649 -2.327108 -0.7 0.9 1.7
C -0.228436 0.108269 -1.258491 1.7 0.2 -1.8
C -1.658126 -0.164597 -1.440894 -1.1 0.5 -0.3
C -1.928653 -0.887262 -2.764989 -0.5 -0.1 0.6
C -1.222523 -0.192243 -3.884307 1.0 0.0 0.4
O 0.230826 -0.224017 -3.590383 -0.6 -0.9 -0.9
H 5.553244 -0.210663 -3.274484 -0.2 0.0 0.2
H 4.801366 0.712953 -1.949789 0.0 -0.2 -0.2
H 4.852438 -1.065481 -1.880312 0.0 0.2 -0.2
H 3.767374 1.263095 -5.249907 -0.2 0.0 0.2
H 2.003722 1.046375 -5.256367 0.2 0.0 0.2
H 2.767253 2.099761 -4.042834 0.0 -0.2 -0.1
H 3.770777 -2.059011 -5.019119 -0.2 0.0 0.2
H 3.007210 -2.765312 -3.576480 0.0 0.2 -0.1
H 1.998652 -2.042162 -4.852600 0.2 0.0 0.1
H 0.136497 0.776934 -0.483012 0.1 -0.4 -0.2
H -2.057342 -0.777007 -0.620966 -0.1 0.0 -0.1
H -2.205745 0.789305 -1.429693 -0.3 -0.2 0.0
H -1.599024 -1.930317 -2.694096 0.0 0.1 -0.1
H -3.002486 -0.899785 -2.957339 0.0 -0.1 -0.1
H -1.354195 -0.715250 -4.833590 0.2 0.2 0.1
H -1.516137 0.860386 -3.966658 0.1 -0.2 -0.1
F 3.018235 1.106845 4.656133 -0.3 -0.4 -1.3
C 2.722473 0.593995 3.415847 -0.2 0.5 0.8
C 3.763638 0.075786 2.647561 -0.5 -0.1 -0.4
C 3.439921 -0.443910 1.386736 -0.1 0.1 0.1
C 2.117736 -0.500605 0.952308 -0.2 -0.3 0.1
C 1.054181 -0.043979 1.772427 0.7 0.3 0.3
C -0.321297 -0.287950 1.424963 0.3 -1.4 1.3
C -1.339742 0.008284 2.354522 -0.9 0.2 0.5
C -2.701650 0.142645 2.131056 0.9 -0.7 -0.3
C -3.660089 0.441546 3.161894 -0.7 0.4 0.9
C -3.242731 0.862315 4.455556 -0.4 -0.2 -0.2
C -4.199187 1.075681 5.438291 0.4 0.2 0.7
F -3.776262 1.467776 6.686030 -0.4 -0.4 -1.3
C -5.568267 0.918326 5.223582 0.3 -0.2 -0.6
C -5.981335 0.527634 3.939288 0.1 0.1 0.3
C -5.055375 0.302458 2.926715 0.6 0.0 -0.1
C 1.401464 0.614379 2.991005 0.3 -0.3 0.0
H 4.783480 0.085427 3.022154 -0.2 0.1 0.0
H 4.227948 -0.814033 0.731347 -0.2 0.1 0.2
H 1.879090 -0.894777 -0.037571 0.1 0.1 0.4
H -0.537097 -1.027903 0.649728 0.2 0.8 -0.1
H -1.014249 0.057470 3.399357 -0.1 0.5 -0.5
H -3.085084 -0.019590 1.119166 0.1 0.2 0.3
H -2.188790 1.017213 4.676989 -0.4 0.1 0.1
H -6.277210 1.096779 6.031074 0.2 0.0 -0.2
H -7.045881 0.400589 3.742099 0.3 0.0 0.0
H -5.387604 -0.004429 1.935049 0.0 0.1 0.2
H 0.647360 1.088512 3.617161 0.4 -0.2 -0.1
```
Positions in Å, forces in eV/Å.

Computed properties:
Kohn-Sham gap: 4.8 eV
Spin multiplicity: 1
Net charge: +1

Now the Mulliken charges, all in e: C -1.05; Si 0.35; C -0.99; C -0.99; O -0.35; C 0.08; C -0.47; C -0.16; C -1.04; C -0.57; O -0.38; H 0.35; H 0.31; H 0.25; H 0.36; H 0.28; H 0.33; H 0.36; H 0.32; H 0.30; H 1.11; H 0.13; H 0.22; H 0.30; H 0.41; H 0.37; H 0.28; F -0.30; C 0.27; C -0.60; C -0.54; C -0.26; C 0.55; C -0.70; C -0.61; C 0.01; C 0.74; C -0.79; C 0.32; F -0.29; C -0.56; C -0.44; C -0.63; C -0.79; H 0.46; H 0.36; H 0.33; H 1.11; H 0.61; H 0.20; H 0.50; H 0.45; H 0.39; H 0.38; H 0.73

***

Across the entries above, ΔE to the lowest compared entry with this formula, charge and spin takes the values 208.0; 72.4 kJ/mol, respectively.